i | Below is a cluster of 2 separate species, C4H14N2O2 in total, with properties calculated with ωB97M-V/def2-TZVPD.

Computed properties:
* structure (SMILES): NCCCNCO.O
* LUMO energy: 0.67 eV
* HOMO-LUMO gap: 9.4926 eV

Cartesian coordinates (Å):
N -1.86623 -0.04669 -1.59906
C -2.03867 0.50780 -0.27037
C -1.02439 1.60493 0.17926
C 0.39480 1.03639 0.33225
N 0.45025 0.18447 1.56191
C 1.61880 -0.64415 1.66779
O 1.76497 -1.68695 0.66112
H -0.92179 -0.47646 -1.69723
H -1.99495 0.67307 -2.32596
H -1.99751 -0.35339 0.40549
H -3.06702 0.91051 -0.19451
H -1.34478 2.03360 1.14434
H -0.94411 2.37237 -0.58285
H 0.70602 0.49500 -0.54063
H 1.12028 1.85713 0.56391
H -0.38351 -0.46155 1.70523
H 2.48773 -0.00046 1.48236
H 1.64333 -1.10797 2.63021
H 1.20300 -2.47494 0.92126
O 1.10178 -1.21317 -2.08389
H 1.50497 -1.45164 -1.22559
H 1.58703 -1.75792 -2.73507

Results of the natural (NBO) charge analysis, in e, for atoms 1 through 2: atom 1 (N): -0.85, atom 2 (C): -0.21

***

ii | Below is a cluster of 2 separate species, C4H14N2O2 in total, with properties calculated with ωB97M-V/def2-TZVPD.

Computed properties:
* structure (SMILES): NCCCNCO.O
* LUMO energy: 0.56 eV
* HOMO-LUMO gap: 9.1190 eV

Cartesian coordinates (Å):
N 1.74070 -1.59015 -0.33477
C 2.21949 -0.39072 0.35753
C 1.37066 0.03875 1.59507
C -0.16052 -0.13113 1.33134
N -0.84491 1.15939 1.03904
C -1.84290 1.24213 -0.04403
O -1.02970 1.19509 -1.27928
H 0.84759 -1.54778 -0.74566
H 1.79506 -2.46132 0.21012
H 2.11519 0.38026 -0.40723
H 3.30316 -0.60394 0.77614
H 1.67583 1.06676 1.72078
H 1.50261 -0.58782 2.46337
H -0.37484 -0.84519 0.57058
H -0.72293 -0.41898 2.22561
H -0.28956 2.03617 1.00651
H -2.55319 0.38927 -0.14862
H -2.32314 2.22759 0.14667
H -0.93186 2.07118 -1.66990
O -1.14404 -1.37135 -1.94823
H -1.25480 -0.43733 -1.74781
H -1.19017 -1.39772 -2.94988

Results of the natural (NBO) charge analysis, in e, for atoms 1 through 2: atom 1 (N): -0.86, atom 2 (C): -0.21

***

Of them, the most stable is i and the least stable is ii.

***

i | Below is a cluster of 2 separate species, C4H14N2O2 in total, with properties calculated with ωB97M-V/def2-TZVPD.

Computed properties:
* structure (SMILES): CC(C)N.NC(O)O
* LUMO energy: 0.80 eV
* HOMO-LUMO gap: 10.1894 eV

Cartesian coordinates (Å):
C 2.42068 -1.54931 1.18853
C 1.24061 -0.85923 0.49651
C 1.71248 0.07817 -0.61148
N 0.40354 -1.89761 -0.09554
H 2.16802 -1.84343 2.20303
H 2.69183 -2.44633 0.61630
H 3.28275 -0.89424 1.22189
H 0.69422 -0.25277 1.24565
H 0.86795 0.57310 -1.08713
H 2.25530 -0.48843 -1.36366
H 2.36680 0.84365 -0.20284
H -0.30365 -1.49917 -0.70068
H -0.04715 -2.45704 0.62079
N -2.34692 0.36192 0.02896
C -1.92755 1.71301 -0.23676
O -1.25048 1.88369 -1.44005
O -3.05157 2.53442 -0.26588
H -1.55384 -0.24003 0.20329
H -2.87592 -0.00851 -0.75411
H -1.22907 2.00598 0.56524
H -1.89894 2.13361 -2.11028
H -3.61900 2.30858 0.47817

Results of the natural (NBO) charge analysis, in e, for atoms 1 through 2: atom 1 (C): -0.62, atom 2 (C): -0.05

***

ii | Below is a cluster of 2 separate species, C4H14N2O2 in total, with properties calculated with ωB97M-V/def2-TZVPD.

Computed properties:
* structure (SMILES): C[C@@H](O)[C@@H](N)CN.O
* LUMO energy: 0.74 eV
* HOMO-LUMO gap: 10.0444 eV

Cartesian coordinates (Å):
C -0.11962 1.74867 -1.27950
C 0.33146 0.22757 -1.17631
O 1.68551 0.19553 -1.53568
C 0.06050 -0.35124 0.30245
N -1.27217 -0.88209 0.31259
C 1.28394 -1.25703 0.59592
N 0.88320 -1.83343 1.88375
H 0.73395 2.40464 -1.07681
H -0.55200 1.84337 -2.31788
H -0.90927 1.99625 -0.53190
H -0.26258 -0.33040 -1.91262
H 1.85993 -0.62140 -2.01690
H 0.05500 0.58915 0.88514
H -1.61298 -1.03029 1.27864
H -1.12347 -1.82835 -0.03975
H 2.30207 -0.87772 0.54692
H 1.28286 -2.12900 -0.05530
H 0.73920 -1.13382 2.62564
H 1.58814 -2.55788 2.21094
O -2.52272 1.90396 0.63257
H -1.73815 1.40805 0.28702
H -2.10750 2.35219 1.38140

Results of the natural (NBO) charge analysis, in e, for atoms 1 through 2: atom 1 (C): -0.62, atom 2 (C): 0.11

***

Of them, the most stable is i and the least stable is ii.

***

i | Below is a cluster of 3 separate species, C4H14N2O2 in total, with properties calculated with ωB97M-V/def2-TZVPD.

Computed properties:
* LUMO energy: -3.61 eV
* HOMO-LUMO gap: 3.9672 eV

Cartesian coordinates (Å):
N 1.51082 -0.67656 -0.84532
C 1.97349 0.10734 0.26952
C 0.91150 1.07917 0.64536
N -0.28525 0.29211 1.08518
C -1.51466 1.26910 1.15741
C -1.87552 1.63524 -0.18434
O -1.02452 -0.44250 -2.18551
H -0.09949 -0.48323 -1.83673
H 2.31083 -0.85023 -1.45891
H 2.96278 0.55964 0.11934
H 2.17636 -0.54374 1.15424
H 1.13344 1.73540 1.49241
H 0.66713 1.74434 -0.18550
H -0.51770 -0.27414 0.27157
H -2.24648 0.63358 1.64287
H -1.07342 2.06141 1.75736
H -2.78198 1.22085 -0.60528
H -1.48460 2.57328 -0.56074
H -1.50415 0.20295 -1.65539
H 0.74053 -1.98042 -0.06629
H -0.08104 -2.41621 1.21387
O 0.23743 -2.74077 0.36750

Results of the natural (NBO) charge analysis, in e, for atoms 1 through 2: atom 1 (N): -0.81, atom 2 (C): -0.28

***

ii | Below is a cluster of 2 separate species, C4H14N2O2 in total, with properties calculated with ωB97M-V/def2-TZVPD.

Computed properties:
* structure (SMILES): NC[C@H](N)CCO.O
* LUMO energy: 0.66 eV
* HOMO-LUMO gap: 9.9528 eV

Cartesian coordinates (Å):
N 1.07653 1.33416 -1.89381
C 0.72271 0.63744 -0.65719
C -0.78004 0.71019 -0.36069
N -1.34756 2.05414 -0.58285
C -1.05789 0.30506 1.08886
C -0.88482 -1.16651 1.34589
O -1.84412 -1.92425 0.58484
H 0.58323 0.91097 -2.67317
H 2.05534 1.20109 -2.12006
H 1.01019 -0.42214 -0.65953
H 1.28244 1.09708 0.14856
H -1.34836 0.00806 -0.96843
H -1.83752 2.06747 -1.47117
H -0.60446 2.72827 -0.73853
H -2.12550 0.51720 1.22687
H -0.51329 0.92342 1.80013
H -0.97771 -1.37756 2.41120
H 0.09143 -1.54474 1.04461
H -2.53372 -2.27560 1.16703
O 3.29090 -2.19446 0.51509
H 2.87985 -2.00229 -0.33865
H 2.86237 -1.58700 1.13100

Results of the natural (NBO) charge analysis, in e, for atoms 1 through 2: atom 1 (N): -0.84, atom 2 (C): -0.23

***

iii | Below is a cluster of 2 separate species, C4H14N2O2 in total, with properties calculated with ωB97M-V/def2-TZVPD.

Computed properties:
* structure (SMILES): C[C@@H](O)CNCN.O
* LUMO energy: 0.89 eV
* HOMO-LUMO gap: 9.9331 eV

Cartesian coordinates (Å):
C -0.68943 -2.11846 0.61595
C 0.25118 -1.56167 1.67074
O 0.96671 -2.58376 2.33032
C 1.14221 -0.43222 1.18276
N 0.47665 0.51429 0.29240
C -0.61160 1.23716 0.98059
N -1.20546 2.13905 -0.00206
H -0.17528 -2.17172 -0.36066
H -1.68866 -1.83445 0.33425
H -0.61533 -3.19583 0.80839
H -0.35767 -1.12890 2.46875
H 1.91463 -2.48713 2.19851
H 1.72912 0.00905 1.99936
H 1.90083 -0.94557 0.59256
H 1.19711 1.18378 0.03703
H -1.30274 0.45354 1.25119
H -0.22779 1.84112 1.80925
H -0.91630 2.01824 -0.95745
H -2.19251 2.21917 0.16937
O 0.49688 2.31994 -5.64690
H 0.13307 1.56378 -6.12462
H -0.22560 2.96060 -5.64974

Results of the natural (NBO) charge analysis, in e, for atoms 1 through 2: atom 1 (C): -0.67, atom 2 (C): 0.09

***

Of them, the most stable is ii and the least stable is i.

***

i | Below is the molecule C6H6N2O2S, with properties calculated with ωB97M-V/def2-TZVPD.

Computed properties:
* LUMO energy (alpha / beta): -0.76 / -0.76 eV
* HOMO-LUMO gap (alpha / beta): 8.1112 / 8.1136 eV

Cartesian coordinates (Å):
C 2.50033 0.40012 -0.41957
C 1.74313 -0.50163 -1.10132
C 1.94560 1.10773 0.65092
C 0.39284 -0.72579 -0.80416
C 0.55414 0.92857 0.93850
C -0.21133 -0.00069 0.25947
N -2.03069 -2.06306 0.87872
N -2.75497 0.49432 -0.42037
O -2.98530 1.65128 -0.31204
O -2.80353 -0.28461 -1.33807
S -1.71413 -0.25280 1.08938
H 3.59651 0.31849 -0.50272
H 2.16515 -0.96137 -2.01348
H 2.61577 1.95586 1.04131
H -0.38428 -1.40134 -1.35961
H 0.08204 1.47966 1.71993
H -2.71129 -2.14473 1.69309

Results of the natural (NBO) charge analysis, in e, for atoms 1 through 2: atom 1 (C): -0.19, atom 2 (C): -0.22

***

ii | Below is the molecule C6H6N2O2S, with properties calculated with ωB97M-V/def2-TZVPD.

Computed properties:
* structure (SMILES): O=S1(=O)NN=C2C=CC=C[C@H]21
* LUMO energy: -0.12 eV
* HOMO-LUMO gap: 8.7097 eV

Cartesian coordinates (Å):
O -2.71015 -0.49395 1.46950
S -2.70823 -0.20655 0.07017
O -3.63459 -1.04288 -0.70243
N -2.68476 1.61001 -0.14092
N -1.36936 2.00946 0.01588
C -0.54488 1.01521 -0.13887
C 0.88382 1.25008 0.33414
C 1.64788 0.15929 0.44288
C 1.13730 -1.25480 0.21742
C -0.11101 -1.46973 -0.19626
C -0.98801 -0.35271 -0.54623
H -3.34510 2.16547 0.36498
H 1.18897 2.27970 0.55593
H 2.74990 0.23967 0.75826
H 1.93878 -2.10066 0.30600
H -0.40468 -2.47063 -0.49003
H -1.03311 -0.44616 -1.57533

Results of the natural (NBO) charge analysis, in e, for atoms 1 through 2: atom 1 (O): -0.92, atom 2 (S): 2.19

***

Of them, the most stable is ii and the least stable is i.

***

i | Below is the molecule CH3BrOS, with properties calculated with ωB97M-V/def2-TZVPD.

Computed properties:
* LUMO energy (alpha / beta): -1.90 / -1.90 eV
* HOMO-LUMO gap (alpha / beta): 8.2199 / 8.2212 eV

Cartesian coordinates (Å):
C -0.69781 -0.30753 -0.11033
O 0.41061 1.85187 0.51452
S 0.54401 0.96252 -0.60864
Br 2.38771 -0.83300 0.00244
H -1.52629 0.22352 0.13170
H -0.16842 -0.65516 0.82974
H -0.94981 -1.24222 -0.75943

Results of the natural (NBO) charge analysis, in e, for atoms 1 through 2: atom 1 (C): -0.83, atom 2 (O): -0.83

***

ii | Below is a structure of composition CH3BrOS, with properties calculated with ωB97M-V/def2-TZVPD.

Computed properties:
* LUMO energy (alpha / beta): -1.09 / -1.09 eV
* HOMO-LUMO gap (alpha / beta): 8.6881 / 8.6990 eV

Cartesian coordinates (Å):
C -0.05003 0.15224 -0.25912
O 0.69700 -2.07174 -2.24422
S 0.52225 0.10197 -2.01415
Br -1.39179 0.61372 -2.84980
H -0.87066 0.77473 -0.18076
H 0.76663 0.53671 0.25035
H -0.12527 -0.97679 -0.10006

Results of the natural (NBO) charge analysis, in e, for atoms 1 through 2: atom 1 (C): -0.72, atom 2 (O): -0.62

***

Of them, the most stable is i and the least stable is ii.

***

i | Below is the ion C6H10NO2 with charge +1, with properties calculated with ωB97M-V/def2-TZVPD.

Computed properties:
* structure (SMILES): CC(C)=[N+](C)OC=C=O
* LUMO energy: -4.45 eV
* total charge: +1
* HOMO-LUMO gap: 8.8734 eV

Cartesian coordinates (Å):
C -0.68152 -1.27337 1.20404
C -0.07297 -0.40818 0.17796
C 1.04391 -0.94938 -0.62183
N -0.44761 0.81454 -0.00680
C 0.18571 1.73118 -0.92128
O -1.51947 1.33435 0.69945
C -2.76861 1.00305 0.14132
C -3.02514 -0.18345 -0.33830
O -3.15934 -1.19652 -0.88212
H -1.20663 -2.10590 0.73046
H 0.11521 -1.72396 1.79973
H -1.36610 -0.74163 1.86278
H 1.15383 -2.01598 -0.45303
H 0.90448 -0.76812 -1.68917
H 1.98334 -0.46563 -0.34381
H 1.26058 1.76216 -0.73826
H -0.23132 2.72238 -0.75727
H 0.00884 1.43527 -1.95656
H -3.52232 1.76456 0.26923

Results of the natural (NBO) charge analysis, in e, for atoms 1 through 2: atom 1 (C): -0.71, atom 2 (C): 0.48

***

ii | Below is the ion C6H10NO2 with charge +1, with properties calculated with ωB97M-V/def2-TZVPD.

Computed properties:
* structure (SMILES): COc1cc(C)o[n+]1C
* LUMO energy: -3.86 eV
* total charge: +1
* HOMO-LUMO gap: 10.0955 eV

Cartesian coordinates (Å):
C 2.94421 0.72903 -0.49753
O 1.83548 -0.23813 -0.29469
C 0.64744 0.10419 -0.22627
C -0.24562 1.15464 -0.06269
C -1.53654 0.60221 0.16199
C -2.84704 1.29831 0.62161
O -1.54728 -0.70848 0.11393
N -0.28286 -1.14836 -0.25894
C 0.16763 -2.47588 -0.08360
H 2.48458 1.57655 -0.99050
H 3.57194 0.24590 -1.13995
H 3.45394 0.89637 0.41177
H -0.10773 2.16461 0.30169
H -2.76457 2.39012 0.52724
H -3.50498 0.73949 -0.03463
H -3.15812 0.98140 1.62858
H -0.65078 -3.12298 -0.33467
H 1.01261 -2.66407 -0.83274
H 0.52769 -2.52490 0.98942

Results of the natural (NBO) charge analysis, in e, for atoms 1 through 2: atom 1 (C): -0.23, atom 2 (O): -0.43

***

Of them, the most stable is ii and the least stable is i.